No. 1
Formula: H20O10
Source: OMol25
Level of theory: the ωB97M-V functional and the def2-TZVPD basis

## Properties
energy relative to the best compared isomer or geometry (same formula, charge and spin): 48.8 kcal per mole
largest force on an atom: 1.0 eV Å⁻¹
E_tot: -764.40420 hartree
E_HOMO: -10.8 eV
net charge: 0

Each atom is followed by the atoms it is bonded to, with distances in Å.
Cartesian coordinates (Å):
1 O 0.515 -20.214 -14.530  H2 0.957, H3 0.957
2 H 0.265 -19.361 -14.882  O1 0.957
3 H -0.307 -20.601 -14.229  O1 0.957
4 O -0.428 -17.306 -14.590  H5 0.957, H6 0.957
5 H -0.887 -17.041 -13.793  O4 0.957
6 H -0.914 -16.884 -15.299  O4 0.957
7 O 2.142 -16.003 -14.495  H8 0.957, H9 0.957
8 H 1.404 -16.569 -14.269  O7 0.957
9 H 2.690 -16.541 -15.066  O7 0.957
10 O -1.613 -14.497 -16.370  H11 0.957, H12 0.957
11 H -2.219 -15.110 -15.953  O10 0.957
12 H -2.177 -13.888 -16.846  O10 0.957
13 O -3.491 -16.186 -15.344  H14 0.957, H15 0.957
14 H -4.302 -15.840 -15.716  O13 0.957
15 H -3.693 -17.097 -15.133  O13 0.957
16 O -0.521 -15.914 -12.180  H17 0.957, H18 0.957
17 H -0.422 -15.048 -12.575  O16 0.957
18 H 0.247 -16.011 -11.617  O16 0.957
19 O -0.202 -14.004 -14.152  H20 0.957, H21 0.957
20 H -0.581 -14.203 -15.008  O19 0.957
21 H 0.707 -14.297 -14.218  O19 0.957
22 O -2.603 -17.227 -10.662  H23 0.957, H24 0.957
23 H -1.845 -16.816 -11.077  O22 0.957
24 H -3.298 -17.166 -11.318  O22 0.957
25 O -2.729 -13.938 -12.876  H26 0.957, H27 0.957
26 H -1.919 -14.287 -13.247  O25 0.957
27 H -2.935 -13.179 -13.421  O25 0.957
28 O -4.092 -18.443 -13.921  H29 0.957, H30 0.957
29 H -4.551 -19.115 -13.418  O28 0.957
30 H -3.186 -18.750 -13.961  O28 0.957

Atom charges from the Löwdin analysis, given in e for atoms 1 to 4: number 1, O, carries -0.05; number 2, H, carries -0.01; number 3, H, carries 0.02; number 4, O, carries -0.04



No. 2
Formula: C3H4ClF
Source: OMol25
Level of theory: the ωB97M-V functional and the def2-TZVPD basis

## Properties
multiplicity: 3
energy relative to the best compared isomer or geometry (same formula, charge and spin): 35.9 kcal per mole
largest force on an atom: 3.9 eV Å⁻¹
E_tot: -676.54892 hartree
E_HOMO (spin up / spin down): -8.4 / -9.9 eV
net charge: 0

Each atom is followed by the atoms it is bonded to, with distances in Å.
Cartesian coordinates (Å):
1 C -0.658 -0.175 -0.372  C2 1.313, H6 1.195, H7 1.122
2 C -1.682 0.380 0.235  C1 1.313, F4 1.290, H8 1.155
3 C 2.017 -0.632 -0.052  Cl5 1.671, H9 1.032
4 F -1.574 1.134 1.276  C2 1.290
5 Cl 2.922 0.189 1.088  C3 1.671
6 H 0.436 0.035 0.058  C1 1.195
7 H -0.786 -0.870 -1.244  C1 1.122
8 H -2.799 0.182 0.013  C2 1.155
9 H 2.124 -0.243 -1.002  C3 1.032

Atom charges from the Löwdin analysis, given in e for atoms 1 to 4: number 1, C, carries -0.01; number 2, C, carries -0.31; number 3, C, carries -0.49; number 4, F, carries 0.04



No. 3
Formula: C4H8N2S2
Source: OMol25
Level of theory: the ωB97M-V functional and the def2-TZVPD basis

## Properties
energy relative to the best compared isomer or geometry (same formula, charge and spin): 41.8 kcal per mole
largest force on an atom: 2.4 eV Å⁻¹
E_tot: -1063.02918 hartree
E_HOMO: -8.3 eV
net charge: 0

Each atom is followed by the atoms it is bonded to, with distances in Å.
Cartesian coordinates (Å):
1 N -1.053 0.416 1.431  C2 1.448, H9 1.076, H10 1.031
2 C -1.501 0.304 0.058  N1 1.448, C3 1.494, C4 1.514, H11 1.099
3 C -1.153 -1.059 -0.448  C2 1.494, C4 1.481, H12 1.048, H13 1.084
4 C -0.341 0.097 -0.893  C2 1.514, C3 1.481, N5 1.447, H14 1.071
5 N 1.004 0.274 -0.392  C4 1.447, S6 1.740, C7 1.322
6 S 1.475 1.940 -0.219  N5 1.740, H15 1.395
7 C 1.854 -0.709 -0.149  N5 1.322, S8 1.656, H16 1.106
8 S 3.425 -0.509 0.336  C7 1.656
9 H -0.797 1.413 1.745  N1 1.076
10 H -1.770 -0.013 2.035  N1 1.031
11 H -2.415 0.811 -0.281  C2 1.099
12 H -0.700 -1.701 0.245  C3 1.048
13 H -1.798 -1.492 -1.203  C3 1.084
14 H -0.497 0.273 -1.939  C4 1.071
15 H 2.842 1.682 -0.107  S6 1.395
16 H 1.425 -1.727 -0.219  C7 1.106

Atom charges from the Löwdin analysis, given in e for atoms 1 to 4: number 1, N, carries 0.02; number 2, C, carries -0.32; number 3, C, carries -0.07; number 4, C, carries -0.31



No. 4
Formula: H7O3S
Source: OMol25
Level of theory: the ωB97M-V functional and the def2-TZVPD basis

## Properties
energy relative to the best compared isomer or geometry (same formula, charge and spin): 0.4 kcal per mole
largest force on an atom: 0.7 eV Å⁻¹
E_tot: -628.17855 hartree
E_HOMO: -4.0 eV
net charge: -1

Each atom is followed by the atoms it is bonded to, with distances in Å.
Cartesian coordinates (Å):
1 S -0.651 0.304 -0.258  H2 1.341
2 H -0.196 -0.447 -1.272  S1 1.341
3 H -0.315 -1.325 1.253  O5 0.984
4 H 0.395 -2.661 1.074  O5 0.969
5 O 0.069 -2.069 1.769  H3 0.984, H4 0.969
6 H -1.794 1.653 -1.685  O8 0.971
7 H -1.196 2.410 -2.823  O8 0.964
8 O -2.046 2.273 -2.389  H6 0.971, H7 0.964
9 H 1.848 -0.662 1.904  O11 0.971
10 H 1.603 0.400 0.892  O11 0.974
11 O 2.283 0.124 1.533  H9 0.971, H10 0.974

Atom charges from the Löwdin analysis, given in e for atoms 1 to 4: number 1, S, carries 0.12; number 2, H, carries -0.34; number 3, H, carries -0.13; number 4, H, carries 0.03



No. 5
Formula: C3H6FN3
Source: OMol25
Level of theory: the ωB97M-V functional and the def2-TZVPD basis

## Properties
energy relative to the best compared isomer or geometry (same formula, charge and spin): 104.9 kcal per mole
largest force on an atom: 2.5 eV Å⁻¹
E_tot: -381.86458 hartree
E_HOMO (spin up / spin down): -9.8 / -10.0 eV
net charge: 0

Each atom is followed by the atoms it is bonded to, with distances in Å.
Cartesian coordinates (Å):
1 C -0.922 0.392 0.937  N5 1.198, N6 1.242
2 C 1.494 -0.117 -0.898  C3 1.571, N4 1.371, H8 1.075, H9 1.048
3 C 1.310 -0.601 0.585  C2 1.571, N5 1.415, H10 1.082, H11 1.055
4 N 1.846 1.174 -1.198  C2 1.371
5 N 0.086 -0.210 1.177  C1 1.198, C3 1.415
6 N -2.028 0.917 0.730  C1 1.242, H12 1.043
7 F -2.802 -0.033 -1.479  H13 0.983
8 H 2.329 -0.717 -1.213  C2 1.075
9 H 0.536 -0.273 -1.294  C2 1.048
10 H 1.256 -1.677 0.487  C3 1.082
11 H 2.042 -0.334 1.296  C3 1.055
12 H -2.690 1.258 1.461  N6 1.043
13 H -2.459 0.221 -0.593  F7 0.983

Atom charges from the Löwdin analysis, given in e for atoms 1 to 4: number 1, C, carries -0.24; number 2, C, carries -0.34; number 3, C, carries -0.18; number 4, N, carries 0.18



No. 6
Formula: BrHNO3S
Source: OMol25
Level of theory: the ωB97M-V functional and the def2-TZVPD basis

## Properties
energy relative to the best compared isomer or geometry (same formula, charge and spin): 25.7 kcal per mole
largest force on an atom: 3.5 eV Å⁻¹
E_tot: -3253.28545 hartree
E_HOMO: -3.9 eV
net charge: -1

Each atom is followed by the atoms it is bonded to, with distances in Å.
Cartesian coordinates (Å):
1 N -1.084 -0.133 -0.681  S5 1.551, Br6 1.807
2 O 0.933 0.974 -0.769  S5 1.663, H7 1.015
3 O 1.011 -1.379 -0.249  S5 1.455
4 O 0.245 0.192 1.538  S5 1.452
5 S 0.225 -0.220 0.146  N1 1.551, O2 1.663, O3 1.455, O4 1.452, Br6 2.582
6 Br -2.133 -1.266 0.257  N1 1.807, S5 2.582
7 H 0.804 1.832 -0.242  O2 1.015

Atom charges from the Löwdin analysis, given in e for atoms 1 to 4: number 1, N, carries -0.77; number 2, O, carries -0.27; number 3, O, carries -0.39; number 4, O, carries -0.40



No. 7
Formula: C4H8O3
Source: OMol25
Level of theory: the ωB97M-V functional and the def2-TZVPD basis

## Properties
energy relative to the best compared isomer or geometry (same formula, charge and spin): 34.6 kcal per mole
largest force on an atom: 0.5 eV Å⁻¹
E_tot: -382.90961 hartree
E_HOMO: -9.8 eV
net charge: 0

Each atom is followed by the atoms it is bonded to, with distances in Å.
Cartesian coordinates (Å):
1 C 1.145 -0.472 -1.305  C2 1.517, H8 1.093, H9 1.094, H10 1.097
2 C 0.831 0.295 -0.034  C1 1.517, O3 1.415, C4 1.524, H11 1.103
3 O 0.509 1.626 -0.387  C2 1.415, H12 0.968
4 C -0.328 -0.314 0.746  C2 1.524, O5 1.423, C6 1.525, H13 1.099
5 O -0.495 0.509 1.896  C4 1.423, H14 0.967
6 C -1.649 -0.291 -0.016  C4 1.525, O7 1.210, H15 1.107
7 O -2.589 -0.971 0.326  C6 1.210
8 H 1.985 0.000 -1.821  C1 1.093
9 H 1.419 -1.504 -1.065  C1 1.094
10 H 0.287 -0.482 -1.988  C1 1.097
11 H 1.709 0.278 0.633  C2 1.103
12 H 0.271 2.071 0.440  O3 0.968
13 H -0.106 -1.352 1.034  C4 1.099
14 H -1.256 0.173 2.388  O5 0.967
15 H -1.732 0.434 -0.848  C6 1.107

Atom charges from the Löwdin analysis, given in e for atoms 1 to 4: number 1, C, carries -0.03; number 2, C, carries -0.42; number 3, O, carries -0.02; number 4, C, carries -0.32



No. 8
Formula: C2H11N3
Source: OMol25
Level of theory: the ωB97M-V functional and the def2-TZVPD basis

## Properties
energy relative to the best compared isomer or geometry (same formula, charge and spin): 13.9 kcal per mole
largest force on an atom: 1.1 eV Å⁻¹
E_tot: -247.02809 hartree
E_HOMO: -9.1 eV
net charge: 0

Each atom is followed by the atoms it is bonded to, with distances in Å.
Cartesian coordinates (Å):
1 N 0.847 1.615 -2.356  C2 1.435, H4 1.004, H5 1.007
2 C 2.113 1.744 -1.692  N1 1.435, N3 1.465, H6 1.088, H7 1.090
3 N 2.301 0.710 -0.671  C2 1.465, H8 1.014, H9 1.012
4 H 0.894 1.054 -3.188  N1 1.004
5 H 0.360 2.487 -2.486  N1 1.007
6 H 2.974 1.631 -2.346  C2 1.088
7 H 2.203 2.713 -1.201  C2 1.090
8 H 2.384 1.080 0.269  N3 1.014
9 H 1.440 0.178 -0.665  N3 1.012
10 C -2.756 -1.659 2.010  N11 1.472, H12 1.083, H13 1.087, H14 1.092
11 N -1.323 -1.926 2.218  C10 1.472, H15 1.001, H16 1.009
12 H -2.988 -0.630 2.255  C10 1.083
13 H -3.359 -2.270 2.677  C10 1.087
14 H -3.068 -1.881 0.987  C10 1.092
15 H -0.881 -2.149 1.348  N11 1.001
16 H -1.141 -2.697 2.842  N11 1.009

Atom charges from the Löwdin analysis, given in e for atoms 1 to 4: number 1, N, carries 0.00; number 2, C, carries -0.39; number 3, N, carries -0.03; number 4, H, carries 0.06